# 1
C35H36BIrN9OSi | the ωB97M-V functional and the def2-TZVPD basis

Structure (XYZ):
```
84
Properties=species:S:1:pos:R:3:mulliken_charge:R:1
Ir -0.35168 1.34499 -0.63294 3.1504
C -3.15168 4.32889 -2.16734 -1.2910
C -2.33518 3.21679 -2.32314 -0.2347
N -1.97288 2.75499 -1.12734 -0.9844
N -2.55088 3.53209 -0.19134 0.9363
C -3.25198 4.50149 -0.79814 0.1252
B -2.30358 3.20539 1.30106 0.1909
N -0.81738 3.52649 1.55186 0.9761
C -0.31668 4.58679 2.20226 0.0638
C 1.05692 4.57329 2.06816 -1.2301
C 1.32352 3.45069 1.29586 -0.0843
N 0.18282 2.83519 0.99326 -1.1134
N -2.61188 1.70459 1.48916 0.9291
C -3.64298 1.18149 2.17446 0.0177
C -3.66888 -0.17911 1.95336 -1.9941
C -2.59738 -0.41431 1.09966 -1.0258
N -1.97318 0.72739 0.83416 -0.3658
N -3.11798 3.95439 2.33716 0.5080
C -4.28858 4.63319 2.36396 -0.1922
C -4.56348 4.96569 3.67476 -0.9281
C -3.49748 4.42069 4.41086 -0.3885
N -2.67658 3.80499 3.59886 -0.9411
H -3.60728 4.92129 -2.93364 0.4586
H -2.00458 2.73649 -3.22424 0.4811
H -3.75798 5.26279 -0.24344 0.5155
H -0.93948 5.28399 2.72196 0.5108
H 1.75312 5.28039 2.46196 0.4670
H 2.26942 3.06869 0.96876 0.2638
H -4.30338 1.77659 2.77006 0.4770
H -4.36068 -0.89361 2.34566 0.5204
H -2.27388 -1.33741 0.66626 1.1416
H -4.87048 4.82969 1.48696 0.4583
H -5.41448 5.48819 4.06246 0.4561
H -3.33228 4.43029 5.46906 0.5157
C 2.29982 -2.77421 1.11236 -1.7152
C 0.81212 -2.72221 1.29336 1.7999
C 0.18882 -4.00481 1.73916 -1.4580
C 0.33132 -1.49431 2.00066 -1.5741
Si 0.03052 -2.43261 -0.91094 -0.0320
O 0.10262 -0.89231 -0.95854 -1.0772
C -1.66898 -3.09841 -1.46404 1.1798
C -1.96078 -4.43091 -1.72104 -0.4008
C -3.16128 -4.78371 -2.31754 -0.8090
C -4.08528 -3.80861 -2.64634 -0.5952
C -3.80848 -2.47801 -2.38184 -0.8137
C -2.59908 -2.12051 -1.81404 -0.3257
C 1.42452 -3.50461 -1.62814 0.9868
C 1.48772 -4.87821 -1.44604 -0.2775
C 2.60502 -5.58691 -1.85284 -0.8665
C 3.66092 -4.91971 -2.45024 -0.5933
C 3.58512 -3.55581 -2.66924 -0.6450
C 2.46622 -2.84671 -2.26914 -0.2594
H 2.77412 -2.72121 2.09626 0.5665
H 2.67222 -1.93191 0.53126 0.3044
H 2.62012 -3.70131 0.64416 0.3781
H 0.52422 -4.21181 2.75986 0.4449
H 0.50292 -4.84801 1.13106 0.3133
H -0.89638 -3.95401 1.76256 0.3750
H 0.91122 -1.36051 2.91496 0.5725
H -0.71398 -1.57431 2.27666 0.3959
H 0.47022 -0.59181 1.40386 0.0764
H -1.26618 -5.22111 -1.48214 0.1738
H -3.36528 -5.82201 -2.52564 0.4445
H -5.01128 -4.08481 -3.12824 0.4075
H -4.53298 -1.71261 -2.61394 0.4518
H -2.36838 -1.07701 -1.66064 0.3191
H 0.68302 -5.41651 -0.97064 0.0337
H 2.64632 -6.65321 -1.69514 0.4501
H 4.53792 -5.46931 -2.75484 0.4232
H 4.39872 -3.03521 -3.15114 0.4512
H 2.39952 -1.78521 -2.44154 0.4224
N 1.72002 1.39429 -1.31354 -0.3966
C 2.87382 1.39059 -1.34024 0.1996
C 4.27032 1.38519 -1.28394 0.4847
C 5.06232 1.46479 -2.43664 -0.3966
C 6.43802 1.45549 -2.31714 -0.6706
C 7.03522 1.36969 -1.06674 -0.3779
C 6.25212 1.30439 0.07776 -0.7703
C 4.87652 1.30959 -0.01854 -0.2322
H 4.59472 1.53859 -3.40634 0.5116
H 7.05432 1.52039 -3.19954 0.4379
H 8.11063 1.35729 -0.98314 0.4293
H 6.72202 1.25369 1.04746 0.4215
H 4.26162 1.25689 0.86776 0.4412
```

Computed properties:
2S+1: 2
E_LUMO (spin up / spin down) (eV): -7.84 / -8.00
Relative energy (zero: lowest compared OMol25 entry of this formula, charge and spin) (kJ/mol): 271.99
Kohn-Sham gap (spin up / spin down) (Ha): 0.2127 / 0.2066
⟨S²⟩: 0.75
Calculated total energy (Eh): -2341.54345
Charge: +2



# 2
C22H38N7O4PPtS | the ωB97M-V functional and the def2-TZVPD basis

Structure (XYZ):
```
74
Properties=species:S:1:pos:R:3:mulliken_charge:R:1
Pt -0.25444 -0.21876 -0.36596 0.3812
O -3.11286 -3.51777 0.35053 -0.5982
S -2.19689 -2.58059 1.01847 0.2392
N -1.70573 -1.40979 0.30695 -0.3281
N 0.44367 -1.94651 -1.15303 -0.5124
C 0.85325 -2.91697 -1.62423 0.6870
N 1.28242 -4.07531 -2.02944 -0.7712
C 1.92456 -4.23593 -3.16334 0.5386
N 2.50657 -4.50450 -4.13588 -0.6727
C 5.45417 -0.28993 -0.48908 -1.3157
C 4.83383 1.10092 -0.53782 -1.3667
C 3.76364 1.38655 -1.62374 3.0561
C 4.32455 1.13792 -3.03569 -1.2845
C 3.32241 1.45640 -4.14009 -1.2110
C 3.46868 2.86407 -1.50702 -0.1342
O 4.32601 3.73034 -1.61104 -0.7448
N 2.16894 3.16881 -1.30170 0.3610
C 1.05901 2.28121 -1.41102 0.0085
O 0.01066 2.80076 -1.71632 -0.6807
N 1.27914 0.94251 -1.19795 -0.2533
C 2.54295 0.45201 -1.42904 -0.3781
O 2.79781 -0.73330 -1.51434 -0.6016
H 6.17144 -0.32897 0.33603 0.4477
H 5.99674 -0.52091 -1.40832 0.2768
H 4.70523 -1.06374 -0.34599 0.2888
H 5.61914 1.84210 -0.70421 0.4695
H 4.39209 1.33500 0.43746 0.2449
H 4.60668 0.08736 -3.09256 0.4375
H 5.22389 1.74898 -3.14946 0.4090
H 2.42575 0.84069 -4.04235 0.2649
H 3.75510 1.25905 -5.12265 0.4698
H 3.01691 2.50600 -4.11589 0.2579
H 1.90852 4.14107 -1.37888 0.2593
C -3.79141 2.71891 1.98759 -2.1158
C -2.85006 1.78953 2.77101 2.1960
C -3.02425 2.06087 4.26796 -2.0857
C -3.35313 0.37634 2.46045 -1.7528
P -1.09088 1.96213 1.99685 0.9622
N -1.01278 1.42289 0.56659 -0.3251
C 0.13061 1.19503 3.25496 2.5137
C 1.48773 0.99231 2.56058 -2.0593
C -0.37917 -0.21356 3.59427 -1.9403
C 0.36633 1.94955 4.56888 -2.0924
C -0.75360 3.84943 1.97713 2.4813
C -1.19056 4.67849 3.19128 -2.1268
C 0.75581 4.05283 1.80717 -2.2363
C -1.40349 4.43186 0.71027 -1.8288
H -4.82580 2.42269 2.19579 0.6359
H -3.61864 2.62042 0.91442 0.3819
H -3.69169 3.76603 2.26773 0.3094
H -4.09439 2.00694 4.50805 0.5193
H -2.67020 3.04327 4.57782 0.2417
H -2.52402 1.30949 4.87886 0.2903
H -4.44377 0.35187 2.57460 0.5008
H -2.93837 -0.38659 3.11628 0.3565
H -3.10278 0.10855 1.43644 0.3114
H 1.35969 0.49441 1.59991 0.1704
H 2.10902 0.35036 3.19644 0.6320
H 2.02939 1.92190 2.39574 0.2872
H -0.64763 -0.76407 2.69163 0.1393
H -1.23652 -0.19546 4.26663 0.2623
H 0.42306 -0.76450 4.09828 0.6388
H 0.87150 2.90397 4.41885 0.3251
H 1.01739 1.33784 5.20610 0.5538
H -0.55198 2.13533 5.12474 0.2120
H -0.78702 4.30223 4.13142 0.2735
H -2.27325 4.74477 3.28794 0.2925
H -0.81674 5.70209 3.06148 0.5352
H 1.31893 3.82532 2.71091 0.2056
H 0.94180 5.10569 1.56395 0.7358
H 1.14129 3.44576 0.99510 0.1297
H -2.47217 4.59609 0.82694 0.3486
H -1.23441 3.76982 -0.13737 0.3612
H -0.94245 5.40476 0.49623 0.5154
```

Computed properties:
E_LUMO (eV): 4.21
Relative energy (zero: lowest compared OMol25 entry of this formula, charge and spin) (kJ/mol): 110.55
Kohn-Sham gap (Ha): 0.2240
Calculated total energy (Eh): -2404.32050
Charge: -2